(1)
Entry from the Open Molecules 2025 dataset: a single C2H3NO molecule in a non-equilibrium geometry (the ωB97M-V functional and the def2-TZVPD basis).

The value obtained for the largest force on an atom is 2.8 eV Å⁻¹. Its gap between HOMO and LUMO is 11.115 eV. The highest occupied orbital energy is -10.40 eV. The calculation puts the LUMO energy at 0.7167 eV. As for the SMILES: CN=C=O. The value obtained for the electronic energy is -5659.5710 eV. For the relative energy (zero: lowest compared OMol25 entry of this formula, charge and spin), the calculation gives 0.334 eV.

Each line ends with the Mulliken charge.
Cartesian coordinates (Å):
C  -0.09  0.04  0.18  -0.739
N  -0.39  0.23  1.53  -0.288
C  -0.62  -0.32  2.58  0.594
O  -0.88  -0.82  3.62  -0.476
H  0.96  0.31  0.08  0.302
H  -0.80  0.39  -0.60  0.275
H  0.04  -0.96  -0.10  0.332

=====

(2)
Entry from the Open Molecules 2025 dataset: 2 unconnected molecules or ions with the total composition C2H3NO in a non-equilibrium geometry (the ωB97M-V functional and the def2-TZVPD basis).

The value obtained for the largest force on an atom is 4.3 eV Å⁻¹. Its gap between HOMO and LUMO is 10.243 eV. The highest occupied orbital energy is -9.44 eV. The calculation puts the LUMO energy at 0.8020 eV. The value obtained for the electronic energy is -5657.9535 eV. For the relative energy (zero: lowest compared OMol25 entry of this formula, charge and spin), the calculation gives 1.951 eV.

Each line ends with the Mulliken charge.
Cartesian coordinates (Å):
C  1.62  -0.69  -0.24  0.058
C  -1.03  0.41  -0.04  -0.202
N  -0.67  -0.51  0.73  -0.609
O  2.24  0.25  -0.14  -0.147
H  0.30  -1.12  0.47  0.422
H  -0.49  0.72  -0.95  0.213
H  -1.96  0.94  0.17  0.264

=====

(3)
Entry from the Open Molecules 2025 dataset: 2 unconnected molecules or ions with the total composition C2H3NO in a non-equilibrium geometry (the ωB97M-V functional and the def2-TZVPD basis).

The value obtained for the largest force on an atom is 4.1 eV Å⁻¹. Its gap between HOMO and LUMO (alpha / beta) is 8.909 / 8.879 eV. The highest occupied orbital energy (alpha / beta) is -9.56 / -9.62 eV. The calculation puts the LUMO energy (alpha / beta) at -0.6547 / -0.7389 eV. The value obtained for the electronic energy is -5652.6508 eV. For the relative energy (zero: lowest compared OMol25 entry of this formula, charge and spin), the calculation gives 7.254 eV.

Each line ends with the Mulliken charge.
Cartesian coordinates (Å):
C  2.18  -0.41  0.17  -0.083
C  1.12  -0.82  -0.23  -0.413
N  -1.51  -0.35  -0.03  -0.140
O  -0.74  -1.33  0.09  -0.198
H  3.23  -0.06  0.14  0.323
H  -1.38  0.35  0.71  0.270
H  -2.03  0.00  -0.79  0.242

=====

(4)
Entry from the Open Molecules 2025 dataset: a single C2H3NO molecule in a non-equilibrium geometry (the ωB97M-V functional and the def2-TZVPD basis).

The value obtained for the largest force on an atom is 5.6 eV Å⁻¹. Its gap between HOMO and LUMO is 10.386 eV. The highest occupied orbital energy is -9.51 eV. The calculation puts the LUMO energy at 0.8806 eV. As for the SMILES: C=NC=O. The value obtained for the electronic energy is -5658.2244 eV. For the relative energy (zero: lowest compared OMol25 entry of this formula, charge and spin), the calculation gives 1.680 eV.

Each line ends with the Mulliken charge.
Cartesian coordinates (Å):
C  -0.33  1.06  -0.64  -0.170
N  0.36  0.07  -0.44  -0.336
C  0.43  -1.04  0.63  0.045
O  -0.41  -1.86  0.64  -0.390
H  -1.08  1.37  0.17  0.197
H  -0.26  1.65  -1.53  0.281
H  1.29  -1.25  1.15  0.374

=====

(5)
Entry from the Open Molecules 2025 dataset: a single C2H3NO molecule in a non-equilibrium geometry (the ωB97M-V functional and the def2-TZVPD basis).

The value obtained for the largest force on an atom is 4.8 eV Å⁻¹. Its gap between HOMO and LUMO is 9.313 eV. The highest occupied orbital energy is -8.15 eV. The calculation puts the LUMO energy at 1.1614 eV. As for the SMILES: c1co[nH]1. The value obtained for the electronic energy is -5655.3672 eV. For the relative energy (zero: lowest compared OMol25 entry of this formula, charge and spin), the calculation gives 4.538 eV.

Each line ends with the Mulliken charge.
Cartesian coordinates (Å):
C  -0.77  0.03  0.04  -0.296
C  0.28  1.03  -0.01  -0.146
O  1.20  0.01  0.11  -0.243
N  0.20  -0.99  -0.01  -0.093
H  -1.91  -0.03  0.21  0.279
H  0.62  1.90  -0.54  0.263
H  0.38  -1.95  0.19  0.236

=====

(6)
Entry from the Open Molecules 2025 dataset: a single C2H3NO molecule in a non-equilibrium geometry (the ωB97M-V functional and the def2-TZVPD basis).

The value obtained for the largest force on an atom is 3.6 eV Å⁻¹. Its gap between HOMO and LUMO is 8.823 eV. The highest occupied orbital energy is -9.01 eV. The calculation puts the LUMO energy at -0.1864 eV. The value obtained for the electronic energy is -5656.2973 eV. For the relative energy (zero: lowest compared OMol25 entry of this formula, charge and spin), the calculation gives 3.607 eV.

Each line ends with the Mulliken charge.
Cartesian coordinates (Å):
C  -0.18  0.56  0.59  -0.024
C  0.44  -0.93  0.05  -0.077
N  -0.62  1.41  -0.07  -0.108
O  -0.05  -1.08  -1.10  -0.588
H  1.47  -0.68  0.24  0.240
H  0.07  -1.37  0.89  0.263
H  -1.13  2.09  -0.59  0.294

=====

(7)
Entry from the Open Molecules 2025 dataset: 2 unconnected molecules or ions with the total composition C2H3NO2 in a non-equilibrium geometry (the ωB97M-V functional and the def2-TZVPD basis).

The value obtained for the largest force on an atom is 1.8 eV Å⁻¹. Its gap between HOMO and LUMO is 11.067 eV. The highest occupied orbital energy is -10.44 eV. The calculation puts the LUMO energy at 0.6238 eV. As for the SMILES: N=C=O.C=O. The value obtained for the electronic energy is -7706.6745 eV. For the relative energy (zero: lowest compared OMol25 entry of this formula, charge and spin), the calculation gives 1.168 eV.

Each line ends with the Mulliken charge.
Cartesian coordinates (Å):
N  -1.19  -0.97  1.80  -0.495
C  -0.44  -1.31  0.91  0.651
O  0.35  -1.75  0.17  -0.438
H  -1.36  -0.06  2.14  0.297
C  0.67  1.02  -1.28  -0.074
O  -0.21  1.15  -0.46  -0.420
H  1.55  1.61  -1.10  0.265
H  0.62  0.30  -2.20  0.214

=====

(8)
Entry from the Open Molecules 2025 dataset: 2 unconnected molecules or ions with the total composition C2H3NO2 in a non-equilibrium geometry (the ωB97M-V functional and the def2-TZVPD basis).

The value obtained for the largest force on an atom is 2.7 eV Å⁻¹. Its gap between HOMO and LUMO is 8.486 eV. The highest occupied orbital energy is -9.23 eV. The calculation puts the LUMO energy at -0.7473 eV. The value obtained for the electronic energy is -7704.0329 eV. For the relative energy (zero: lowest compared OMol25 entry of this formula, charge and spin), the calculation gives 3.810 eV.

Each line ends with the Mulliken charge.
Cartesian coordinates (Å):
C  -1.52  0.82  -0.15  0.653
C  -1.00  -0.36  -0.69  -0.449
N  -2.16  1.66  0.32  -0.336
O  1.88  0.08  0.01  -0.652
O  -0.57  -1.22  0.15  -0.296
H  2.21  0.91  -0.38  0.320
H  1.50  0.21  0.93  0.334
H  -0.35  -2.09  -0.20  0.426